[1]
Density functional theory data (wB97M-V/def2-TZVPD) for a structure of composition C39H42I2N3O4PtSSi at a distorted geometry.

Structure (ORCA input):
```
! wB97M-V def2-TZVPD RIJCOSX def2/J DEFGRID3
* xyz 1 1
Pt 0.161 0.020 1.042
I 5.729 0.573 5.924
C 4.427 0.124 4.363
C 4.021 -1.182 4.161
C 3.151 -1.475 3.121
I 2.434 -3.425 2.925
C 2.702 -0.479 2.248
O 1.952 -0.789 1.175
C 3.079 0.845 2.506
C 2.442 1.934 1.695
N 0.966 1.908 1.904
C 0.590 2.011 3.327
C 0.072 0.704 3.850
C -0.142 0.501 5.202
C -0.668 -0.698 5.641
C -0.979 -1.685 4.713
C -0.743 -1.441 3.383
N -0.225 -0.269 2.970
C 3.939 1.138 3.550
H 4.366 -1.970 4.816
H 2.619 1.797 0.625
H 2.836 2.907 1.997
H 0.532 2.673 1.387
H -0.204 2.748 3.433
H 1.441 2.321 3.935
H 0.105 1.292 5.896
H -0.835 -0.866 6.696
H -1.391 -2.637 5.013
H -0.956 -2.170 2.617
H 4.228 2.166 3.731
C -0.279 -1.689 0.086
Si 0.812 -1.928 -1.465
C 0.149 -0.620 -2.619
N -0.175 0.609 -1.933
C -1.593 0.988 -2.065
C -1.856 1.867 -3.287
C -0.932 3.075 -3.274
C 0.517 2.604 -3.221
C 0.759 1.727 -1.991
C 2.669 -1.682 -1.364
C 3.405 -2.537 -0.535
C 4.787 -2.484 -0.483
C 5.476 -1.577 -1.280
C 4.773 -0.748 -2.137
C 3.382 -0.809 -2.181
C 0.553 -3.651 -2.127
C 1.129 -3.962 -3.362
C 0.974 -5.216 -3.931
C 0.249 -6.193 -3.261
C -0.320 -5.908 -2.029
C -0.171 -4.646 -1.472
H -0.003 -2.570 0.685
H -1.348 -1.757 -0.134
H -0.741 -1.006 -3.123
H 0.893 -0.445 -3.408
H -1.874 1.533 -1.191
H -2.190 0.078 -2.112
H -2.911 2.169 -3.262
H -1.702 1.294 -4.207
H -1.151 3.699 -2.398
H -1.097 3.688 -4.161
H 1.204 3.454 -3.177
H 0.753 2.049 -4.134
H 0.601 2.315 -1.080
H 1.771 1.314 -1.990
H 2.891 -3.260 0.079
H 5.329 -3.157 0.171
H 6.557 -1.533 -1.247
H 5.302 -0.058 -2.781
H 2.868 -0.161 -2.881
H 1.724 -3.220 -3.886
H 1.426 -5.435 -4.889
H 0.133 -7.176 -3.698
H -0.881 -6.669 -1.502
H -0.634 -4.445 -0.511
C -7.490 2.820 -1.544
C -6.142 2.683 -0.893
C -5.252 3.751 -0.852
C -4.001 3.613 -0.270
C -3.640 2.393 0.282
C -4.512 1.312 0.261
C -5.752 1.468 -0.328
S -2.054 2.273 1.032
O -2.165 2.622 2.427
O -1.131 3.087 0.269
O -1.714 0.789 0.876
H -7.744 3.864 -1.714
H -8.270 2.373 -0.927
H -7.504 2.309 -2.508
H -5.538 4.703 -1.280
H -3.306 4.443 -0.251
H -4.218 0.366 0.693
H -6.439 0.630 -0.349
*
```

Computed properties:
**Gap between HOMO and LUMO (alpha / beta)**: 6.112 / 6.065 eV
**Relative energy (zero: lowest compared OMol25 entry of this formula, charge and spin)**: 0.0 kJ/mol
**E_HOMO (alpha / beta)**: -10.66 / -10.64 eV
**LUMO (alpha / beta)**: -4.551 / -4.579 eV

[2]
Density functional theory data (wB97M-V/def2-TZVPD) for a cluster of 9 separate species, C43H69N12O6S3 in total.

Structure (ORCA input):
```
! wB97M-V def2-TZVPD RIJCOSX def2/J DEFGRID3
* xyz 1 1
C -4.771 5.706 -0.793
C -3.411 5.176 -0.367
O -3.540 4.389 0.807
C -2.650 4.425 -1.484
O -2.569 3.028 -1.122
N -1.827 2.305 -2.081
C -0.541 1.834 -1.479
C 0.349 2.995 -1.050
C -0.004 3.835 0.164
O 0.327 4.982 0.227
O -0.725 3.231 1.155
C -0.878 0.781 -0.432
N 0.264 0.628 0.458
C 0.183 0.375 1.634
S 0.082 0.040 3.146
C -1.286 -0.531 -1.100
C -0.122 -1.320 -1.710
C 0.838 -2.000 -0.738
C 1.759 -2.963 -1.506
S 3.415 -2.965 -0.813
C 4.258 -1.847 -1.809
S 3.813 -1.202 -3.233
N 5.504 -1.517 -1.212
C 5.712 -0.621 -0.191
C 7.045 -0.623 0.021
N 7.669 -1.496 -0.833
C 6.725 -2.014 -1.556
O -1.921 -1.235 -0.052
C -2.331 -2.577 -0.313
C -3.647 -2.889 0.392
C -4.849 -2.375 -0.390
C -3.675 -2.507 1.887
C -4.076 -1.058 2.178
C -2.390 -2.900 2.614
C -2.322 -0.239 -2.233
C -2.653 1.199 -2.731
C -4.132 1.468 -2.458
C -2.467 1.311 -4.262
C -1.043 1.382 -4.796
O -0.380 0.135 -4.724
H -4.869 5.754 -1.875
H -5.569 5.103 -0.364
H -4.882 6.724 -0.429
H -2.793 6.043 -0.144
H -2.748 4.518 1.338
H -1.650 4.842 -1.604
H -3.194 4.511 -2.427
H -1.603 2.978 -2.820
H -0.018 1.314 -2.284
H 1.334 2.570 -0.859
H 0.468 3.689 -1.882
H -0.165 3.125 1.939
H -1.743 1.097 0.151
H 0.452 -0.707 -2.405
H -0.557 -2.108 -2.328
H 0.311 -2.529 0.051
H 1.477 -1.272 -0.249
H 1.832 -2.632 -2.537
H 1.394 -3.981 -1.446
H 4.937 -0.048 0.283
H 7.610 -0.029 0.717
H 6.883 -2.733 -2.340
H -2.463 -2.759 -1.381
H -1.575 -3.286 0.026
H -3.710 -3.981 0.364
H -4.811 -2.756 -1.411
H -5.767 -2.773 0.041
H -4.914 -1.288 -0.405
H -4.470 -3.119 2.326
H -3.381 -0.355 1.724
H -5.090 -0.871 1.833
H -4.079 -0.913 3.257
H -1.501 -2.495 2.138
H -2.307 -3.982 2.712
H -2.414 -2.511 3.632
H -3.265 -0.684 -1.930
H -1.994 -0.802 -3.101
H -4.453 2.449 -2.799
H -4.677 0.737 -3.054
H -4.398 1.290 -1.420
H -3.014 2.193 -4.605
H -2.969 0.441 -4.677
H -1.087 1.742 -5.824
H -0.447 2.134 -4.267
H -0.264 -0.219 -5.609
C 7.425 2.786 -1.747
C 8.341 3.692 -2.423
N 9.058 4.410 -2.954
H 7.666 1.755 -1.998
H 7.513 2.907 -0.673
H 6.404 3.001 -2.060
C 11.213 0.353 1.457
C 10.041 1.101 1.033
N 9.126 1.692 0.679
H 11.352 -0.507 0.805
H 12.093 0.991 1.405
H 11.082 0.008 2.481
C -0.393 8.845 0.374
C -1.496 8.458 -0.489
N -2.393 8.127 -1.121
H 0.302 9.482 -0.170
H -0.785 9.386 1.233
H 0.129 7.954 0.719
C -5.217 6.094 3.215
C -4.258 6.997 2.596
N -3.530 7.740 2.115
H -4.999 5.069 2.921
H -5.163 6.184 4.298
H -6.223 6.347 2.887
C -1.984 -6.559 0.416
C -2.441 -5.719 -0.680
N -2.801 -5.044 -1.533
H -2.836 -7.027 0.907
H -1.323 -7.336 0.035
H -1.443 -5.953 1.136
C 2.030 -1.857 6.714
C 0.935 -2.626 6.141
N 0.075 -3.229 5.682
H 2.394 -1.132 5.989
H 1.687 -1.332 7.603
H 2.845 -2.524 6.991
C 1.301 -5.880 3.144
C 1.079 -5.326 1.816
N 0.882 -4.885 0.777
H 2.344 -5.753 3.425
H 0.669 -5.364 3.865
H 1.055 -6.941 3.153
C 1.208 -9.316 0.666
C -0.073 -9.943 0.961
N -1.089 -10.424 1.182
H 1.440 -9.439 -0.391
H 1.166 -8.251 0.893
H 1.995 -9.779 1.257
*
```

Computed properties:
**Gap between HOMO and LUMO**: 8.230 eV
**E_HOMO**: -10.61 eV
**LUMO**: -2.381 eV

[3]
Density functional theory data (wB97M-V/def2-TZVPD) for a cluster of 2 separate species, C11H17N4 in total at a distorted geometry.

Structure (ORCA input):
```
! wB97M-V def2-TZVPD RIJCOSX def2/J DEFGRID3
* xyz 2 2
C 2.430 -1.151 -2.824
C 1.152 -0.515 0.593
C 2.209 -0.782 -0.352
C 1.652 -1.182 -1.603
C 0.273 -1.382 -1.397
C 1.309 0.074 1.800
C 2.643 0.295 2.226
C 3.727 -0.058 1.331
C 3.511 -0.364 -0.013
N -0.041 -0.986 -0.113
H 0.579 0.111 2.448
H 2.643 0.747 3.238
H -1.037 -0.948 0.131
H 4.776 -0.127 1.674
H -0.377 -1.596 -2.168
H 4.237 0.155 -0.767
H 1.956 -1.641 -3.687
H 3.378 -1.845 -2.767
H 2.606 -0.065 -3.113
C -2.678 0.493 1.977
C -3.365 1.083 -0.267
N -3.398 0.238 0.753
N -2.655 2.285 -0.222
N -4.067 0.985 -1.428
H -3.949 -0.554 0.747
H -1.906 2.415 0.424
H -2.767 3.004 -0.988
H -4.314 1.766 -2.039
H -4.061 -0.003 -1.787
H -2.751 1.569 2.284
H -1.700 0.301 1.852
H -3.363 0.001 2.760
*
```

Computed properties:
**Gap between HOMO and LUMO (alpha / beta)**: 8.965 / 6.208 eV
**Relative energy (zero: lowest compared OMol25 entry of this formula, charge and spin)**: 239.0 kJ/mol
**E_HOMO (alpha / beta)**: -15.42 / -15.61 eV
**<S²>**: 0.778
**LUMO (alpha / beta)**: -6.453 / -9.406 eV

[4]
Density functional theory data (wB97M-V/def2-TZVPD) for a structure of composition C22H30Br45FN at a distorted geometry.

Structure (ORCA input):
```
! wB97M-V def2-TZVPD RIJCOSX def2/J DEFGRID3
* xyz -1 1
C -0.383 -1.719 0.705
C -0.893 -0.156 0.565
C 0.452 0.806 0.588
C -1.867 0.353 1.784
C -2.849 -0.815 2.385
N -3.567 -1.650 1.349
C -4.293 -0.806 0.325
C -5.532 0.098 0.940
F -5.096 1.343 1.620
H -0.084 -1.930 1.821
H 0.559 -1.839 -0.013
H -1.173 -2.506 0.332
H -1.397 0.033 -0.499
H 1.015 0.624 -0.423
H 0.143 1.933 0.771
H 1.111 0.486 1.511
H -1.287 0.869 2.683
H -2.553 1.208 1.329
H -2.141 -1.560 2.993
H -3.569 -0.349 3.213
H -4.809 -1.575 -0.428
H -3.567 -0.159 -0.367
H -6.220 0.448 0.030
H -6.265 -0.530 1.640
C -7.776 -3.360 -1.084
Br -6.576 -4.300 -2.292
Br -7.288 -3.635 0.780
Br -7.912 -1.470 -1.525
H -8.772 -3.793 -1.221
C 3.997 -1.296 -1.550
Br 2.310 -1.338 -2.518
Br 4.971 0.358 -1.866
Br 3.751 -1.640 0.348
H 4.613 -2.110 -1.946
C -5.603 -7.499 2.182
Br -7.290 -7.541 1.214
Br -4.629 -5.845 1.866
Br -5.849 -7.843 4.081
H -4.987 -8.313 1.787
C -5.124 3.559 4.619
Br -3.305 2.874 4.687
Br -6.172 2.985 6.155
Br -5.162 5.492 4.399
H -5.596 3.127 3.731
C 1.493 -4.107 -5.270
Br 1.191 -3.743 -7.157
Br 0.397 -5.582 -4.633
Br 3.379 -4.385 -4.880
H 1.181 -3.214 -4.719
C -4.524 6.980 7.867
Br -2.705 6.295 7.935
Br -5.572 6.406 9.403
Br -4.562 8.913 7.647
H -4.996 6.548 6.979
C 9.145 1.714 -0.713
Br 8.470 0.171 0.260
Br 9.110 1.429 -2.637
Br 8.221 3.350 -0.207
H 10.195 1.839 -0.427
C -9.754 -7.819 -2.485
Br -10.768 -9.459 -2.741
Br -9.962 -6.597 -3.984
Br -10.178 -6.963 -0.790
H -8.697 -8.100 -2.445
C 12.196 1.675 -5.713
Br 12.674 0.173 -4.573
Br 10.316 1.636 -6.212
Br 12.698 3.377 -4.916
H 12.774 1.571 -6.637
C 1.231 6.907 8.492
Br 2.330 7.552 7.022
Br 0.654 5.071 8.213
Br 2.114 7.136 10.210
H 0.328 7.527 8.511
C 15.644 4.164 -2.307
Br 15.560 6.045 -1.818
Br 17.330 3.713 -3.166
Br 15.271 3.004 -0.791
H 14.853 3.990 -3.045
C -5.966 -6.510 -6.107
Br -6.404 -5.120 -7.396
Br -5.631 -8.220 -6.972
Br -4.495 -5.985 -4.948
H -6.845 -6.642 -5.468
C 14.121 6.621 -6.847
Br 15.320 5.680 -8.056
Br 14.608 6.346 -4.984
Br 13.984 8.510 -7.288
H 13.124 6.188 -6.985
C 3.631 3.016 6.957
Br 4.730 3.661 5.487
Br 3.054 1.180 6.678
Br 4.514 3.245 8.675
H 2.728 3.636 6.976
C -12.290 -2.776 -3.334
Br -11.798 -1.130 -2.422
Br -11.778 -2.745 -5.211
Br -11.594 -4.346 -2.421
H -13.382 -2.845 -3.302
*
```

Computed properties:
**Gap between HOMO and LUMO**: 2.644 eV
**E_HOMO**: -2.20 eV
**LUMO**: 0.439 eV